{
  "formula": "C3H10N3S",
  "method": "wB97M-V/def2-TZVPD",
  "species": ["C", "C", "C", "N", "N", "N", "S", "H", "H", "H", "H", "H", "H", "H", "H", "H", "H"],
  "positions_angstrom": [[-0.62897, -1.31375, -0.03812], [0.58491, -1.17664, -0.95159], [-0.52960, -0.31182, 1.08547], [0.78931, -0.05374, 1.41124], [1.48092, 1.35039, -0.74219], [-1.28037, 1.04015, 0.59420], [1.73635, -0.16582, 0.16250], [-1.61925, -1.36175, -0.41546], [-0.45656, -2.28149, 0.34074], [0.97670, -2.13552, -1.02193], [0.38560, -0.64341, -1.85176], [-1.07234, -0.44866, 1.92598], [2.03308, 1.46765, -1.57435], [1.73472, 2.02517, -0.09625], [-2.31149, 1.00511, 0.72931], [-1.10890, 1.17626, -0.48341], [-0.71412, 1.82787, 0.92561]],
  "forces_ev_per_a": [[0.5, 0.1, 0.6], [-0.6, 1.9, 1.4], [1.0, 1.2, -2.3], [0.8, 0.5, 0.1], [-1.4, -2.2, -0.4], [0.7, 0.0, -3.7], [-0.5, 0.1, -1.5], [-0.8, 0.2, -1.1], [-0.3, -1.1, 1.2], [1.1, -1.4, -0.9], [0.3, 0.2, -0.8], [-1.7, -1.2, 2.7], [0.4, -0.2, -0.4], [0.8, 1.9, 1.5], [1.0, 0.6, 0.4], [-0.5, -0.6, 2.3], [-0.9, 0.0, 0.8]],
  "total_energy_ev": -18570.2749,
  "e_above_lowest_kj_mol": 250.7,
  "charge": 1,
  "homo_ev": -13.80,
  "orbital_gap_ha": 0.3891
}


{
  "formula": "C27H29FN2O3SbSe5W",
  "method": "wB97M-V/def2-TZVPD",
  "species": ["W", "C", "C", "C", "C", "C", "C", "C", "C", "C", "C", "C", "C", "H", "H", "H", "H", "H", "H", "H", "H", "H", "H", "H", "H", "H", "H", "H", "H", "H", "H", "Se", "Sb", "Se", "Se", "Se", "C", "C", "C", "C", "C", "C", "C", "F", "C", "C", "C", "O", "C", "C", "N", "C", "C", "O", "O", "H", "H", "H", "H", "H", "H", "H", "H", "H", "H", "H", "Se", "C", "N"],
  "positions_angstrom": [[-0.20309, -0.20478, 0.77809], [-0.20731, 3.17691, 4.04277], [0.98603, 2.44304, 3.47731], [1.46638, 2.79674, 2.21223], [0.96458, 4.04872, 1.53183], [2.45225, 2.01419, 1.59116], [2.89244, 2.36352, 0.18861], [3.06987, 0.98411, 2.31051], [4.14691, 0.14678, 1.67136], [2.65867, 0.69901, 3.61713], [3.34504, -0.42439, 4.35200], [1.59925, 1.40926, 4.19413], [1.07318, 1.02889, 5.55512], [0.08545, 4.01843, 4.67945], [-0.83364, 2.51130, 4.63223], [-0.84084, 3.56304, 3.24648], [0.15758, 3.83577, 0.82591], [1.76789, 4.53463, 0.97837], [0.59455, 4.76863, 2.25872], [3.19870, 1.47775, -0.36430], [3.73421, 3.06489, 0.19517], [2.07882, 2.82114, -0.37140], [3.71034, -0.74358, 1.20521], [4.87951, -0.19403, 2.40135], [4.68557, 0.69351, 0.89980], [2.92599, -0.60660, 5.33552], [4.41453, -0.23209, 4.47388], [3.25523, -1.35809, 3.78880], [0.44588, 0.13490, 5.49900], [0.48308, 1.82540, 6.00008], [1.87542, 0.80671, 6.25750], [-0.85619, -5.24668, 3.54693], [0.42488, -3.52436, 4.58014], [1.41331, -0.79796, -0.84834], [0.60107, -1.82351, 2.35844], [-0.29598, -2.47661, 6.60216], [-3.54727, -0.44619, -5.55637], [-2.03857, -0.40221, -5.34333], [-1.28497, -1.45687, -6.14406], [-1.67949, -2.85847, -5.69181], [-1.65908, -2.98252, -4.18884], [-1.59863, -4.21876, -3.58597], [-1.55509, -4.33047, -2.19942], [-1.48497, -5.56441, -1.67304], [-1.56421, -3.23787, -1.38074], [-1.63039, -1.96973, -1.97401], [-1.62598, -0.78885, -1.12098], [-1.91754, -0.96337, 0.13278], [-1.52006, 0.46595, -1.76881], [-1.59506, 0.50606, -3.13127], [-1.72347, -0.57050, -3.92023], [-1.67887, -1.84080, -3.36594], [-1.12431, 1.76961, -1.13033], [-1.38087, 2.81465, -1.69611], [-0.45620, 1.68101, -0.01570], [-3.77954, -0.33109, -6.61586], [-4.03516, 0.35701, -5.00419], [-3.96878, -1.39038, -5.20993], [-1.67004, 0.58784, -5.61559], [-0.21259, -1.30730, -6.00223], [-1.49911, -1.32170, -7.20494], [-0.99555, -3.59403, -6.11772], [-2.67453, -3.11128, -6.06886], [-1.56357, -5.11939, -4.18632], [-1.49909, -3.33686, -0.30423], [-1.51556, 1.46452, -3.62754], [-3.80461, 2.09244, 1.46072], [-2.41511, 1.22495, 2.09086], [-1.45131, 0.64442, 2.45667]],
  "forces_ev_per_a": [[3.1, -0.9, 2.2], [-0.1, 0.0, 0.0], [0.1, 0.1, -0.1], [0.0, 0.0, 0.0], [-0.1, 0.0, 0.0], [0.1, 0.2, 0.1], [0.0, -0.1, 0.0], [-0.1, 0.0, -0.1], [0.0, 0.0, 0.0], [0.0, 0.1, 0.0], [0.0, -0.1, 0.0], [-0.1, 0.0, -0.1], [0.1, 0.0, 0.1], [0.0, 0.0, 0.0], [0.0, 0.0, 0.0], [0.0, 0.0, 0.0], [0.0, 0.0, 0.0], [0.0, 0.0, 0.0], [0.0, 0.0, 0.0], [0.0, 0.0, 0.0], [0.0, 0.0, 0.0], [0.0, 0.0, 0.0], [0.0, 0.0, 0.0], [0.0, 0.0, 0.0], [0.0, 0.0, 0.0], [-0.1, 0.0, 0.0], [0.0, 0.0, 0.0], [0.0, 0.0, 0.0], [0.0, 0.0, 0.0], [0.0, 0.0, 0.0], [0.0, 0.0, 0.0], [0.0, -0.1, 0.0], [-0.1, 0.2, 0.0], [-1.0, 0.4, 0.7], [-0.2, 0.4, -0.2], [0.0, 0.0, 0.0], [0.0, 0.0, 0.0], [0.1, 0.0, -0.1], [0.0, 0.0, 0.0], [0.0, 0.0, 0.0], [0.0, 0.0, 0.0], [0.0, 0.0, 0.0], [0.0, 0.0, 0.0], [0.0, 0.0, 0.0], [-0.1, 0.0, 0.0], [-0.2, -0.1, 0.1], [-1.2, -0.5, -1.4], [0.3, 0.3, -0.5], [0.0, 0.2, -0.3], [0.0, -0.2, -0.1], [0.1, 0.1, 0.1], [0.0, -0.1, 0.0], [-0.5, 0.8, 0.1], [0.2, -0.2, 0.0], [-0.5, -0.6, 0.0], [0.0, 0.0, 0.0], [0.0, 0.0, 0.0], [0.0, 0.0, 0.0], [0.0, 0.0, 0.0], [0.0, 0.0, 0.0], [0.0, 0.0, 0.0], [0.0, 0.0, 0.0], [0.0, 0.0, 0.0], [0.0, 0.0, 0.0], [0.0, 0.0, 0.0], [-0.1, 0.1, 0.1], [-0.2, 0.1, 0.0], [0.4, -0.2, 0.3], [-0.1, 0.1, -0.9]],
  "s2": 2.0831,
  "total_energy_ev": -375408.9685,
  "e_above_lowest_kj_mol": 341.0,
  "multiplicity": 3,
  "charge": -1,
  "homo_ev": [-4.63, -4.98],
  "orbital_gap_ha": [0.1887, 0.1995]
}


{
  "formula": "C18H29N3O",
  "method": "wB97M-V/def2-TZVPD",
  "species": ["C", "C", "C", "C", "C", "C", "N", "C", "O", "C", "C", "C", "N", "C", "C", "N", "C", "C", "C", "C", "C", "C", "H", "H", "H", "H", "H", "H", "H", "H", "H", "H", "H", "H", "H", "H", "H", "H", "H", "H", "H", "H", "H", "H", "H", "H", "H", "H", "H", "H", "H"],
  "positions_angstrom": [[-6.28255, -2.01584, -0.07394], [-4.91295, -1.24066, -0.00050], [-3.93259, -1.93449, -0.14005], [-2.70566, -1.19886, -0.12305], [-1.40045, -1.75237, -0.57699], [-2.67313, 0.03562, 0.11221], [-1.48747, 0.78376, 0.30728], [-0.59442, 1.33674, -0.52733], [-0.72800, 0.82538, -1.82825], [0.44774, 2.11094, 0.04426], [1.80282, 2.23071, -1.11177], [2.37845, 0.81418, -0.89359], [2.78932, 0.44075, 0.25130], [3.99152, 1.12104, 0.87801], [5.31165, 0.39894, 0.19230], [5.20788, -1.06396, 0.69626], [6.43160, -1.66730, -0.18089], [3.95627, -1.75289, 0.16543], [2.88045, -1.00645, 0.73362], [-3.86185, 0.77900, 0.56638], [-4.00468, 2.09110, 1.10175], [-4.92608, 0.16843, 0.43338], [-7.15844, -1.37420, 0.12910], [-6.39256, -2.90298, 0.41265], [-6.48661, -2.17788, -1.26070], [-3.83700, -2.81021, -0.77496], [-0.57425, -1.60033, 0.28279], [-1.53233, -2.65545, -0.53695], [-1.06152, -1.30504, -1.52943], [-1.52856, 1.44424, 1.31144], [0.89489, 1.63958, 0.94986], [0.09162, 3.10640, 0.09587], [1.41810, 2.22043, -1.90212], [2.25627, 2.99378, -0.54602], [1.67866, 0.05082, -1.32062], [3.12270, 0.90763, -1.63713], [4.16166, 2.07874, 0.24267], [4.17353, 1.00182, 2.08024], [6.20429, 0.65730, 0.53466], [5.37396, 0.60017, -0.92716], [6.45940, -2.84361, 0.40505], [7.33916, -1.55990, 0.47384], [6.55933, -1.68765, -1.06978], [4.04598, -2.72052, 0.39678], [3.94286, -1.82255, -1.07203], [1.92121, -1.30750, 0.27634], [2.87514, -1.07840, 1.62578], [-5.08683, 2.64400, 1.07211], [-3.34424, 2.25558, 2.05099], [-3.32873, 2.77384, 0.43396], [-5.89700, 0.39496, 0.74908]],
  "forces_ev_per_a": [[-0.5, 4.1, -5.1], [-11.9, 4.2, 2.7], [10.3, -4.2, -3.3], [1.8, -4.5, -1.9], [2.9, 8.2, 2.0], [-0.8, 8.0, 3.1], [0.5, 3.8, 4.7], [-3.0, -6.3, -7.1], [1.4, 3.5, 5.8], [3.7, 0.8, -2.1], [0.9, -3.2, 16.0], [-2.3, 1.7, -7.7], [4.7, -2.2, 11.5], [2.6, -0.1, -2.7], [-5.8, -2.3, 0.3], [2.4, 0.1, -5.5], [-1.5, -4.3, 18.2], [3.4, 3.4, -4.4], [-4.2, 2.8, -13.3], [5.1, 1.5, -0.3], [2.4, 5.9, 0.3], [-6.4, -8.0, -1.5], [0.5, -0.1, 0.4], [0.2, -2.4, 1.4], [0.6, -0.1, 2.6], [-0.6, -0.8, 0.9], [-1.6, 0.2, -2.0], [-0.8, -10.2, -0.6], [-0.1, -0.4, 0.6], [0.1, -2.8, -3.6], [-0.6, 0.7, -0.5], [-0.3, 1.2, 0.8], [-5.3, 1.1, -12.2], [1.3, 1.2, -0.7], [0.1, 0.8, 0.3], [1.9, -0.7, -1.6], [-0.9, -0.5, 2.4], [-1.1, 0.8, -3.1], [3.7, 1.8, 1.9], [-0.7, -0.8, 1.0], [-0.6, 2.4, -2.7], [-0.4, 1.4, -1.2], [0.8, 0.2, -11.3], [0.0, -3.8, 1.5], [-0.1, 0.7, 2.8], [0.1, -0.9, 0.7], [-0.3, -0.3, 11.7], [2.7, -1.9, 0.5], [-1.9, -0.3, -0.9], [-1.3, -0.7, 0.7], [-1.1, 1.3, 0.4]],
  "total_energy_ev": -25638.6747,
  "e_above_lowest_kj_mol": 1652.5,
  "homo_ev": -7.82,
  "orbital_gap_ha": 0.3107
}


{
  "formula": "C4H7NO",
  "method": "wB97M-V/def2-TZVPD",
  "species": ["C", "C", "C", "N", "C", "O", "H", "H", "H", "H", "H", "H", "H"],
  "positions_angstrom": [[-1.72970, -0.05404, 0.53047], [-0.52627, -0.84846, 0.08429], [0.15182, -0.53603, -1.24256], [0.73635, -0.15473, 0.01392], [1.53249, 0.76822, 0.37774], [2.24751, 1.38258, -0.55821], [-1.78014, 0.05463, 1.62032], [-2.64028, -0.56135, 0.19522], [-1.70365, 0.93508, 0.06356], [-0.42752, -1.83360, 0.54796], [0.68820, -1.41043, -1.63291], [1.78475, 1.15427, -1.40020], [1.66644, 1.10385, 1.40039]],
  "forces_ev_per_a": [[0.0, 0.0, 0.0], [-0.2, -0.1, 0.3], [0.0, -0.2, 0.0], [0.2, 0.4, 0.1], [-0.2, -0.2, 0.0], [-0.1, -0.1, -0.1], [0.0, 0.0, -0.1], [0.1, 0.0, 0.0], [0.0, -0.1, 0.1], [0.0, 0.1, -0.1], [-0.1, 0.1, 0.0], [0.2, 0.1, 0.1], [-0.1, -0.1, -0.1]],
  "total_energy_ev": -7795.2711,
  "e_above_lowest_kj_mol": 422.0,
  "homo_ev": -7.47,
  "orbital_gap_ha": 0.3096
}


- Which formula does entry 2 have?
  C27H29FN2O3SbSe5W


- Number 3 is which compound?
  C18H29N3O


- What is the formula in the third record?
  C18H29N3O